{"formula": "C25H29N3P2Tm", "method": "ωB97M-V/def2-TZVPD", "elements": ["C", "C", "C", "C", "C", "C", "C", "C", "C", "C", "C", "C", "C", "H", "H", "H", "H", "H", "H", "H", "N", "Tm", "C", "H", "H", "C", "H", "H", "P", "P", "C", "H", "H", "H", "C", "H", "H", "H", "C", "H", "H", "H", "C", "H", "H", "H", "H", "H", "N", "C", "C", "C", "C", "N", "C", "C", "H", "H", "H", "H"], "positions_angstrom": [[-1.40739, 3.31655, -2.67576], [-1.27597, 2.02350, -2.22839], [0.06162, 1.49320, -2.24628], [1.23153, 2.31592, -2.54505], [0.98240, 3.65028, -2.94444], [-0.33698, 4.11857, -3.07950], [2.47875, 1.72391, -2.24214], [2.65037, 0.32300, -2.55519], [1.47055, -0.50441, -2.31831], [1.56110, -1.93373, -2.17912], [2.79659, -2.48040, -2.46216], [3.89774, -1.70975, -2.82411], [3.84587, -0.34811, -2.85924], [-2.45096, 3.69662, -2.80308], [1.83407, 4.26815, -3.20962], [-0.52506, 5.09059, -3.53077], [3.42414, 2.42393, -2.21821], [2.90634, -3.57539, -2.43437], [4.83292, -2.19115, -3.10077], [4.70055, 0.30624, -3.08672], [0.30865, 0.16310, -1.90870], [0.65498, 0.47631, 0.23288], [-2.41395, 1.19489, -1.67967], [-2.40769, 0.19722, -2.13488], [-3.35951, 1.68758, -1.88928], [0.42862, -2.73098, -1.59423], [-0.50012, -2.48495, -2.10894], [0.60845, -3.79326, -1.66607], [-2.24225, 0.94712, 0.16067], [0.11416, -2.31711, 0.17949], [1.40879, -3.36267, 0.98554], [1.36730, -3.18453, 2.08827], [1.23288, -4.42786, 0.76731], [2.39627, -3.04661, 0.61315], [-1.41915, -3.31445, 0.48678], [-1.24350, -4.38483, 0.26436], [-1.71526, -3.19823, 1.55329], [-2.22992, -2.92032, -0.15258], [-2.83699, 2.63015, 0.71246], [-3.83313, 2.84255, 0.32846], [-2.83805, 2.63650, 1.80648], [-2.11301, 3.36781, 0.34155], [-3.78950, -0.04148, 0.45314], [-3.92386, -0.17854, 1.54404], [-4.67711, 0.46729, 0.04185], [-3.68250, -1.04178, -0.02670], [2.45540, 1.97412, -0.93167], [0.22150, 2.16422, 0.86389], [0.07621, -0.40577, 7.96412], [0.07935, -0.33014, 6.78752], [0.15186, -0.24531, 5.36508], [-1.09737, -0.17248, 4.65352], [-1.02625, -0.06358, 3.26906], [0.13164, -0.02744, 2.55127], [1.29558, -0.13130, 3.27208], [1.28984, -0.25159, 4.66769], [-2.05761, -0.20618, 5.15386], [-1.94282, -0.00310, 2.66956], [2.19494, -0.12814, 2.69369], [2.25496, -0.36372, 5.16492]], "lowdin_charge": [-0.06, -0.24, -0.26, -0.21, -0.01, -0.06, -0.15, -0.17, -0.21, -0.24, -0.05, -0.09, -0.04, 0.13, 0.11, 0.11, 0.17, 0.13, 0.11, 0.13, -0.13, 1.02, -0.30, 0.09, 0.09, -0.30, 0.09, 0.09, 0.81, 0.82, -0.26, 0.05, 0.06, 0.05, -0.25, 0.06, 0.05, 0.03, -0.25, 0.05, 0.04, 0.04, -0.27, 0.04, 0.06, 0.04, 0.14, -0.13, 0.20, -0.14, -0.21, 0.05, -0.11, -0.11, -0.09, 0.00, 0.13, 0.07, 0.10, 0.14], "s2": 2.00, "max_force_ha_per_bohr": 0.122, "charge": 1, "energy_ha": -2901.96320, "multiplicity": 3, "homo_lumo_gap_ev": [5.951, 5.955]}

***

{"formula": "C6H12IN2", "method": "ωB97M-V/def2-TZVPD", "elements": ["C", "C", "C", "C", "C", "C", "N", "N", "I", "H", "H", "H", "H", "H", "H", "H", "H", "H", "H", "H", "H"], "positions_angstrom": [[-2.33244, -0.51291, -1.10374], [-0.10611, -0.10021, -0.54156], [1.05751, -0.59406, -0.01851], [1.11755, -0.22070, 2.51051], [-0.67043, -1.05701, -2.80127], [1.63988, 0.18923, 1.09781], [-1.05999, -0.63825, -1.39857], [-2.90861, -0.00779, 0.01890], [1.64666, -2.56561, -0.36360], [-2.99347, -0.84708, -1.89761], [-2.23875, 0.13481, 0.85507], [-0.28944, 1.02487, -0.35405], [0.21253, 0.24437, 2.71180], [1.75944, 0.04766, 3.30019], [0.91718, -1.34093, 2.60824], [-1.55038, -1.75228, -2.97023], [-0.63940, -0.11668, -3.43414], [0.28229, -1.57712, -2.69455], [2.73577, -0.07446, 1.17744], [1.46329, 1.28690, 0.89602], [-3.88941, -0.04090, 0.14487]], "lowdin_charge": [-0.12, -0.17, -0.73, -0.09, 0.03, -0.30, -0.15, 0.18, 1.04, 0.15, 0.16, 0.17, 0.03, 0.06, 0.10, 0.12, 0.13, 0.03, 0.12, 0.13, 0.11], "s2": 2.01, "max_force_ha_per_bohr": 0.140, "charge": 1, "energy_ha": -642.60658, "multiplicity": 3, "homo_lumo_gap_ev": [6.259, 6.855]}

***

{"formula": "CH5PS2", "method": "ωB97M-V/def2-TZVPD", "elements": ["C", "P", "S", "S", "H", "H", "H", "H", "H"], "positions_angstrom": [[0.72356, -0.73105, -0.51597], [-1.07720, 0.64125, 0.05317], [-2.85437, -0.09232, -0.26351], [-0.74832, 1.12451, 2.04069], [0.78158, -1.09244, 0.45121], [0.26293, -1.36004, -1.19710], [1.57482, -0.20338, -0.75137], [-0.91083, 1.82733, -0.78257], [-1.79862, 0.38228, 2.63686]], "lowdin_charge": [-0.07, -0.06, 0.03, 0.31, -0.04, -0.01, -0.02, -0.04, -0.11], "max_force_ha_per_bohr": 0.093, "energy_ha": -1178.78175, "homo_lumo_gap_ev": 8.860}

***

{"formula": "C6H12O", "method": "ωB97M-V/def2-TZVPD", "elements": ["O", "C", "C", "C", "C", "C", "C", "H", "H", "H", "H", "H", "H", "H", "H", "H", "H", "H", "H"], "positions_angstrom": [[-1.55620, -1.60462, -0.53605], [-2.03210, -0.68896, 0.08846], [-1.27724, 0.09582, 1.12416], [0.30878, 0.05511, 1.07272], [0.99334, 0.09475, -0.35322], [2.47852, 0.30845, -0.13740], [0.44659, 1.21464, -1.23860], [-3.10078, -0.48099, -0.03878], [-1.55487, -0.31260, 2.09981], [-1.48669, 1.16169, 1.19736], [0.61086, 1.03772, 1.42391], [0.71999, -0.81351, 1.57398], [0.69915, -0.83138, -0.82481], [2.73558, 1.17556, 0.47428], [2.98882, 0.50135, -1.09224], [3.01259, -0.56310, 0.24036], [-0.63463, 1.35502, -1.16430], [0.94592, 2.14830, -0.99026], [0.62258, 0.97053, -2.28864]], "lowdin_charge": [0.05, -0.27, -0.15, -0.14, -0.43, -0.10, -0.08, 0.11, 0.11, 0.10, 0.10, 0.11, 0.11, 0.08, 0.08, 0.08, 0.07, 0.08, 0.08], "max_force_ha_per_bohr": 0.044, "energy_ha": -311.02439, "homo_lumo_gap_ev": 10.777, "smiles": "CC(C)CCC=O"}